Entry 1:
ORCA calculation (ωB97M-V/def2-TZVPD) on a molecular structure, C13H32F21HfN4O11P3S2 at a distorted geometry.

For the energy above the lowest of the compared OMol25 structures with the same formula, charge and spin, the calculation gives 2711.8 kJ/mol. Its net charge is +2. The calculation puts the strongest force on any atom at 6.79 eV Å⁻¹. The spin multiplicity is 1. The lowest unoccupied orbital energy is -10.61 eV.

Positions of all 87 atoms, in Å:
Hf: 1.59 0.86 -4.44
S: -0.65 1.04 -0.78
O: -2.08 1.04 -0.91
O: -0.08 1.27 0.49
O: -0.08 -0.03 -1.54
O: -0.16 2.00 -1.78
C: -6.95 -1.18 0.41
C: -7.28 0.06 1.21
O: -7.90 0.06 2.32
N: -6.54 1.36 0.80
H: -6.06 1.82 1.56
H: -5.74 1.20 0.20
C: -7.52 2.31 0.14
H: -6.95 -1.00 -0.66
H: -7.88 -1.71 0.59
H: -6.17 -1.86 0.77
H: -7.97 1.67 -0.63
H: -6.91 3.05 -0.37
H: -8.25 2.69 0.85
C: -1.37 6.08 1.26
C: -0.49 6.72 2.34
O: -0.52 7.96 2.44
N: 0.43 5.70 3.08
H: -0.22 5.23 3.69
H: 0.85 4.99 2.51
C: 1.71 6.29 3.71
H: -1.71 6.89 0.63
H: -2.26 5.69 1.75
H: -0.88 5.29 0.68
H: 1.65 7.06 4.48
H: 2.23 6.72 2.85
H: 2.32 5.43 3.98
C: -0.50 -5.75 0.52
C: 0.04 -6.35 1.83
O: 0.19 -5.65 2.89
N: 0.25 -7.91 1.90
H: 0.20 -8.39 1.01
H: 1.17 -8.11 2.25
C: -0.80 -8.77 2.67
H: -1.40 -5.18 0.77
H: -0.76 -6.44 -0.28
H: 0.19 -5.06 0.03
H: -0.17 -9.65 2.81
H: -1.53 -9.06 1.92
H: -1.15 -8.27 3.57
C: 1.66 -0.50 4.41
C: 0.40 -0.70 5.20
O: 0.37 -1.59 6.03
N: -0.88 -0.17 4.59
H: -1.00 0.78 4.93
H: -0.50 -0.02 3.67
C: -2.14 -1.11 4.73
H: 1.58 0.37 3.76
H: 1.73 -1.30 3.67
H: 2.61 -0.55 4.94
H: -2.31 -1.34 5.78
H: -2.19 -2.09 4.27
H: -2.98 -0.54 4.32
C: 7.03 2.86 -0.75
F: 6.83 3.76 -1.61
F: 7.77 1.95 -1.33
F: 7.67 3.42 0.33
S: 5.33 2.09 -0.22
O: 5.51 0.89 0.61
O: 4.67 3.11 0.62
O: 4.54 1.81 -1.44
P: -1.18 -4.05 -5.37
F: -1.95 -3.62 -3.93
F: -2.51 -3.55 -6.16
F: -0.48 -2.57 -5.53
F: -0.45 -4.39 -6.80
F: 0.14 -4.56 -4.53
F: -1.84 -5.56 -5.26
P: 5.09 -2.82 -4.60
F: 4.97 -4.35 -4.01
F: 3.74 -2.34 -3.87
F: 6.00 -2.35 -3.42
F: 5.01 -1.28 -5.06
F: 6.42 -3.15 -5.48
F: 4.08 -3.24 -5.87
P: 3.38 5.24 -5.76
F: 1.97 4.37 -5.70
F: 3.09 5.62 -4.24
F: 3.98 3.81 -5.38
F: 4.81 5.92 -5.64
F: 3.44 4.92 -7.32
F: 2.72 6.67 -6.07


Entry 2:
ORCA calculation (ωB97M-V/def2-TZVPD) on a molecular structure, C6H7NO at a distorted geometry.

For the energy above the lowest of the compared OMol25 structures with the same formula, charge and spin, the calculation gives 297.4 kJ/mol. Its net charge is 0. The calculation puts the strongest force on any atom at 2.47 eV Å⁻¹. The spin multiplicity is 1. The lowest unoccupied orbital energy is 0.35 eV.

Positions of all 15 atoms, in Å:
C: 1.96 -0.35 -0.43
C: 0.49 -0.44 -0.58
C: -0.23 1.02 -0.34
C: -0.23 -0.66 0.81
C: -1.69 -0.57 0.34
C: -1.71 0.53 -0.41
H: 2.55 -0.90 -1.14
H: 0.15 -1.06 -1.44
H: 0.12 1.95 -0.76
H: 0.99 0.94 1.27
H: 0.12 -1.33 1.61
H: -2.50 -1.30 0.50
H: -2.52 1.01 -0.93
N: 0.01 0.80 1.09
O: 2.49 0.36 0.42


Entry 3:
ORCA calculation (ωB97M-V/def2-TZVPD) on a molecular structure, CH4FN2O at a distorted geometry.

For the energy above the lowest of the compared OMol25 structures with the same formula, charge and spin, the calculation gives 291.6 kJ/mol. Its net charge is +1. The calculation puts the strongest force on any atom at 2.97 eV Å⁻¹. The spin multiplicity is 1. The lowest unoccupied orbital energy is -5.92 eV.

Positions of all 9 atoms, in Å:
C: 1.30 -0.99 -0.34
N: 0.45 -0.10 0.11
N: -0.93 1.03 -0.37
O: -1.77 0.88 0.64
F: 1.29 -1.29 -1.59
H: 0.71 0.04 1.07
H: -1.38 0.43 -1.04
H: 2.15 -1.59 0.27
H: -1.81 1.60 1.25


Entry 4:
ORCA calculation (ωB97M-V/def2-TZVPD) on a molecular structure, C21H14CoN9O11S.

For the energy above the lowest of the compared OMol25 structures with the same formula, charge and spin, the calculation gives 73.3 kJ/mol. Its net charge is -1. The calculation puts the strongest force on any atom at 0.82 eV Å⁻¹. The spin multiplicity is 4. The lowest unoccupied orbital energy (alpha / beta) is 1.91 / -0.01 eV. The expectation value of S² is 3.8233.

Positions of all 57 atoms, in Å:
Co: -0.38 0.27 -0.16
N: 1.18 -2.76 3.16
C: 1.12 -2.06 1.91
S: -0.55 -1.42 1.59
N: 2.36 -0.89 0.17
N: 1.50 -0.23 -0.54
C: 1.77 -0.13 -1.83
C: 0.77 0.44 -2.68
C: 0.97 0.69 -4.04
C: -0.05 1.26 -4.77
C: -1.26 1.57 -4.15
C: -1.38 1.29 -2.81
N: -0.40 0.74 -2.09
H: 1.38 -2.12 3.92
H: 1.94 -3.44 3.12
H: 2.71 -0.49 -2.21
H: 1.92 0.44 -4.50
H: 0.09 1.46 -5.83
H: -2.08 2.01 -4.69
H: -2.30 1.50 -2.28
N: -1.74 -2.46 -0.65
C: -0.76 -2.43 0.12
H: -2.48 -1.83 -0.35
O: -4.75 6.12 0.07
N: -5.32 5.04 0.12
O: -6.53 4.92 0.15
C: -4.49 3.84 0.15
C: -3.11 3.96 0.16
C: -2.31 2.83 0.20
C: -2.90 1.51 0.18
O: -2.22 0.43 0.08
C: -4.32 1.47 0.20
C: -5.11 2.62 0.18
N: -5.04 0.20 0.18
O: -4.45 -0.83 0.44
O: -6.24 0.24 -0.08
N: -0.92 3.02 0.20
O: -0.11 2.07 0.65
O: -0.46 4.16 -0.03
H: -2.63 4.93 0.14
H: -6.19 2.53 0.17
O: 2.24 -3.90 0.82
C: 1.35 -3.10 0.79
O: 0.35 -3.20 -0.11
C: 2.20 -0.90 1.63
C: 1.78 0.37 2.30
C: 2.39 0.83 3.43
C: 3.51 0.15 3.95
C: 4.10 -0.94 3.26
C: 3.51 -1.41 2.15
N: 4.12 0.63 5.16
O: 3.60 1.57 5.74
O: 5.14 0.07 5.55
H: 0.98 0.95 1.88
H: 2.04 1.73 3.91
H: 5.03 -1.34 3.63
H: 3.95 -2.22 1.59


Entry 5:
ORCA calculation (ωB97M-V/def2-TZVPD) on 2 unconnected molecules or ions with the total composition CH12PSi3 at a distorted geometry.

For the energy above the lowest of the compared OMol25 structures with the same formula, charge and spin, the calculation gives 109.6 kJ/mol. Its net charge is +1. The calculation puts the strongest force on any atom at 3.19 eV Å⁻¹. The spin multiplicity is 1. The lowest unoccupied orbital energy is -5.00 eV.

Positions of all 17 atoms, in Å:
C: -0.06 0.21 1.81
Si: -1.57 -1.77 -0.43
Si: 2.74 -0.59 -0.74
Si: -0.91 2.22 -0.70
P: -0.24 0.10 -0.07
H: -0.57 -0.67 2.28
H: -0.61 1.11 2.19
H: 0.99 0.25 2.10
H: -2.42 -2.02 0.70
H: -0.42 -2.85 -0.69
H: -2.20 -1.40 -1.61
H: 3.22 0.49 0.11
H: 2.57 -2.01 -0.48
H: 2.80 -0.44 -2.17
H: 0.05 2.55 -1.69
H: -1.05 3.14 0.40
H: -2.30 1.68 -1.00


Entry 6:
ORCA calculation (ωB97M-V/def2-TZVPD) on 2 unconnected molecules or ions with the total composition C5H9NO at a distorted geometry.

For the energy above the lowest of the compared OMol25 structures with the same formula, charge and spin, the calculation gives 437.5 kJ/mol. Its net charge is 0. The calculation puts the strongest force on any atom at 3.31 eV Å⁻¹. The spin multiplicity is 1. The lowest unoccupied orbital energy is 0.64 eV.

Positions of all 16 atoms, in Å:
C: -1.22 -0.83 1.00
C: -0.24 -1.40 0.08
C: 0.23 -0.75 -1.01
N: -0.44 0.29 -1.67
O: 1.31 -1.29 -1.68
H: -2.07 -0.39 0.49
H: -1.53 -1.53 1.77
H: -0.63 0.18 1.45
H: 0.41 -2.16 0.49
H: -0.22 0.48 -2.64
H: -1.45 0.27 -1.60
H: 1.58 -0.68 -2.37
C: 0.82 1.39 1.25
C: 1.13 2.42 1.78
H: 0.98 0.62 0.48
H: 1.35 3.37 2.19